[1]
One molecule with the formula C10H10N4O3. Source: OMol25; level of theory: wB97M-V/def2-TZVPD.

Results
net charge: 0
ΔE to the lowest compared entry with this formula, charge and spin: 176.09 kJ/mol
Kohn-Sham gap: 8.2331 eV
DFT total energy: -831.71944 Ha

Bonds (Å) are listed after each position.
Element x y z (Å)
1 C -3.403 0.475 -0.045  N2 1.436, H25 1.093, H26 1.092, H27 1.088
2 N -2.361 0.714 -1.003  C1 1.436, C3 1.371, C20 1.369
3 C -1.015 0.612 -0.761  N2 1.371, N4 1.355, C18 1.400
4 N -0.561 0.195 0.446  C3 1.355, C5 1.393, H17 1.011
5 C 0.659 -0.417 0.723  N4 1.393, C6 1.388, C10 1.401
6 C 1.328 -1.221 -0.189  C5 1.388, C7 1.384, H16 1.079
7 C 2.520 -1.828 0.162  C6 1.384, C8 1.382, H15 1.078
8 C 3.047 -1.648 1.427  C7 1.382, C9 1.386, H14 1.079
9 C 2.371 -0.873 2.357  C8 1.386, C10 1.382, H13 1.082
10 C 1.181 -0.260 2.014  C5 1.401, C9 1.382, O11 1.373
11 O 0.456 0.501 2.898  C10 1.373, H12 0.964
12 H 0.947 0.574 3.724  O11 0.964
13 H 2.774 -0.735 3.351  C9 1.082
14 H 3.981 -2.112 1.701  C8 1.079
15 H 3.038 -2.440 -0.559  C7 1.078
16 H 0.904 -1.384 -1.167  C6 1.079
17 H -1.056 0.514 1.268  N4 1.011
18 C -0.409 0.947 -1.977  C3 1.400, N19 1.367, N22 1.400
19 N -1.368 1.222 -2.911  C18 1.367, C20 1.290
20 C -2.502 1.088 -2.312  N2 1.369, N19 1.290, H21 1.071
21 H -3.458 1.254 -2.765  C20 1.071
22 N 0.950 1.137 -2.260  C18 1.400, O23 1.214, O24 1.227
23 O 1.290 1.288 -3.415  N22 1.214
24 O 1.718 1.162 -1.303  N22 1.227
25 H -3.413 1.253 0.723  C1 1.093
26 H -3.258 -0.495 0.434  C1 1.092
27 H -4.362 0.479 -0.559  C1 1.088


[2]
One molecule with the formula H4O2Si. Source: OMol25; level of theory: wB97M-V/def2-TZVPD.

Results
net charge: 0
ΔE to the lowest compared entry with this formula, charge and spin: 503.90 kJ/mol
Kohn-Sham gap: 9.8002 eV
DFT total energy: -442.24053 Ha

Bonds (Å) are listed after each position.
Element x y z (Å)
1 O 1.886 -0.685 -0.055  O2 1.400, H4 1.005
2 O 1.248 0.541 0.160  O1 1.400, Si3 1.826
3 Si -0.536 0.156 0.224  O2 1.826, H5 1.401, H6 1.427, H7 1.392
4 H 2.806 -0.282 -0.090  O1 1.005
5 H -0.327 -0.842 1.185  Si3 1.401
6 H -0.785 -0.584 -0.970  Si3 1.427
7 H -0.901 1.448 0.595  Si3 1.392


Copy entry 1 word for word.
One molecule with the formula C10H10N4O3. Source: OMol25; level of theory: wB97M-V/def2-TZVPD.

Results
net charge: 0
ΔE to the lowest compared entry with this formula, charge and spin: 176.09 kJ/mol
Kohn-Sham gap: 8.2331 eV
DFT total energy: -831.71944 Ha

Bonds (Å) are listed after each position.
Element x y z (Å)
1 C -3.403 0.475 -0.045  N2 1.436, H25 1.093, H26 1.092, H27 1.088
2 N -2.361 0.714 -1.003  C1 1.436, C3 1.371, C20 1.369
3 C -1.015 0.612 -0.761  N2 1.371, N4 1.355, C18 1.400
4 N -0.561 0.195 0.446  C3 1.355, C5 1.393, H17 1.011
5 C 0.659 -0.417 0.723  N4 1.393, C6 1.388, C10 1.401
6 C 1.328 -1.221 -0.189  C5 1.388, C7 1.384, H16 1.079
7 C 2.520 -1.828 0.162  C6 1.384, C8 1.382, H15 1.078
8 C 3.047 -1.648 1.427  C7 1.382, C9 1.386, H14 1.079
9 C 2.371 -0.873 2.357  C8 1.386, C10 1.382, H13 1.082
10 C 1.181 -0.260 2.014  C5 1.401, C9 1.382, O11 1.373
11 O 0.456 0.501 2.898  C10 1.373, H12 0.964
12 H 0.947 0.574 3.724  O11 0.964
13 H 2.774 -0.735 3.351  C9 1.082
14 H 3.981 -2.112 1.701  C8 1.079
15 H 3.038 -2.440 -0.559  C7 1.078
16 H 0.904 -1.384 -1.167  C6 1.079
17 H -1.056 0.514 1.268  N4 1.011
18 C -0.409 0.947 -1.977  C3 1.400, N19 1.367, N22 1.400
19 N -1.368 1.222 -2.911  C18 1.367, C20 1.290
20 C -2.502 1.088 -2.312  N2 1.369, N19 1.290, H21 1.071
21 H -3.458 1.254 -2.765  C20 1.071
22 N 0.950 1.137 -2.260  C18 1.400, O23 1.214, O24 1.227
23 O 1.290 1.288 -3.415  N22 1.214
24 O 1.718 1.162 -1.303  N22 1.227
25 H -3.413 1.253 0.723  C1 1.093
26 H -3.258 -0.495 0.434  C1 1.092
27 H -4.362 0.479 -0.559  C1 1.088